No. 1
Computed, not measured: C5H4ClN in the gas phase, with ωB97M-V with the def2-TZVPD basis set.

Values from the calculation:
Frontier orbital gap in Eh: 0.362
Energy relative to the best compared isomer or geometry (same formula, charge and spin) in kJ/mol: 100.9
E_HOMO in eV: -9.954
Lowest unoccupied orbital energy in Eh: -0.0039
Electronic energy in Ha: -707.7856
Largest force on an atom in eV/Å: 5.51
Structure (SMILES): C=C(Cl)C(=C)C#N

Each line ends with the natural charge from an NBO analysis.
Element x y z (Å)
1 C -1.482 2.095 -1.087  -0.402
2 C -0.312 2.111 -0.526  -0.054
3 Cl 1.179 2.310 -1.288  0.050
4 C -0.249 1.703 1.096  -0.161
5 C 0.921 1.634 1.804  -0.299
6 C -1.502 1.609 1.692  0.230
7 N -2.477 1.562 2.240  -0.271
8 H -1.559 2.116 -2.207  0.230
9 H -2.293 1.969 -0.422  0.228
10 H 2.029 1.514 1.433  0.241
11 H 0.794 1.337 2.816  0.208



No. 2
Computed, not measured: 2 unconnected molecules or ions with the total composition C5H4ClO2, with ωB97M-V with the def2-TZVPD basis set.

Values from the calculation:
Charge: -1
Frontier orbital gap in Eh: 0.232
Energy relative to the best compared isomer or geometry (same formula, charge and spin) in kJ/mol: 164.0
E_HOMO in eV: -2.479
Lowest unoccupied orbital energy in Eh: 0.1404
Electronic energy in Ha: -803.5477
Largest force on an atom in eV/Å: 5.12

Each line ends with the natural charge from an NBO analysis.
Element x y z (Å)
1 C 0.254 -0.083 2.558  -0.394
2 C 0.433 -0.494 1.429  -0.024
3 C 2.828 0.875 -0.063  1.030
4 C -0.062 -0.179 -0.987  -0.647
5 C 0.883 -0.650 0.121  -0.364
6 O 3.314 0.732 1.031  -0.606
7 O 2.650 1.302 -1.117  -0.588
8 Cl 1.426 -2.373 -0.349  -0.206
9 H -0.073 0.498 3.344  0.202
10 H 0.615 -0.323 -1.869  0.228
11 H -0.352 0.883 -0.868  0.204
12 H -1.071 -0.832 -0.795  0.165



No. 3
Computed, not measured: a molecular structure, C5H4CrO, with ωB97M-V with the def2-TZVPD basis set.

Values from the calculation:
Charge: +1
Frontier orbital gap (alpha / beta) in Eh: 0.278 / 0.219
Energy relative to the best compared isomer or geometry (same formula, charge and spin) in kJ/mol: 0.0
2S+1: 4
E_HOMO (alpha / beta) in eV: -13.052 / -11.501
Lowest unoccupied orbital energy (alpha / beta) in Eh: -0.2013 / -0.2035
Electronic energy in Ha: -1312.0861
Largest force on an atom in eV/Å: 3.38

Each line ends with the natural charge from an NBO analysis.
Element x y z (Å)
1 C 1.354 0.627 -0.380  -0.438
2 H 2.159 0.184 -0.971  0.253
3 H 1.514 -0.711 1.490  0.263
4 H 1.172 1.652 -0.717  0.251
5 C 1.001 0.126 1.013  -0.528
6 C 0.040 -0.097 -0.037  0.181
7 C -1.203 -0.403 -0.381  -0.599
8 C -2.007 -0.510 -1.408  0.760
9 O -2.860 -0.734 -2.171  -0.366
10 Cr -2.298 -1.289 2.041  0.936
11 H 1.128 1.153 1.520  0.288



No. 4
Computed, not measured: a molecular structure, C5H4CrO4, with ωB97M-V with the def2-TZVPD basis set.

Values from the calculation:
Charge: +2
Frontier orbital gap (alpha / beta) in Eh: 0.108 / 0.143
2S+1: 5
E_HOMO (alpha / beta) in eV: -14.631 / -14.635
Lowest unoccupied orbital energy (alpha / beta) in Eh: -0.4294 / -0.3951
Electronic energy in Ha: -1537.4013
Largest force on an atom in eV/Å: 5.49

Each line ends with the natural charge from an NBO analysis.
Element x y z (Å)
1 C 1.934 1.754 -1.389  -0.330
2 C 2.222 2.889 -1.691  -0.188
3 H 2.613 3.846 -1.992  0.254
4 H 1.912 0.626 -1.406  0.246
5 O -0.282 -0.259 -0.015  -0.427
6 C 0.258 -1.321 -0.757  0.975
7 O -0.325 -2.433 -0.596  -0.846
8 O 1.352 -1.100 -1.228  -0.496
9 Cr 0.212 -4.082 -0.167  1.687
10 C -1.688 0.162 1.886  0.717
11 C -1.304 -0.586 0.898  -0.028
12 O -2.042 0.684 2.932  -0.444
13 H -1.994 -1.401 0.634  0.297
14 H -2.866 1.220 2.891  0.581



No. 5
Computed, not measured: C5H4F2S in the gas phase, with ωB97M-V with the def2-TZVPD basis set.

Values from the calculation:
Frontier orbital gap in Eh: 0.344
Energy relative to the best compared isomer or geometry (same formula, charge and spin) in kJ/mol: 278.9
E_HOMO in eV: -9.358
Lowest unoccupied orbital energy in Eh: -0.0003
Electronic energy in Ha: -790.7031
Largest force on an atom in eV/Å: 4.39
Structure (SMILES): C#C/C(F)=C(/F)CS

Each line ends with the natural charge from an NBO analysis.
Element x y z (Å)
1 C -2.622 -1.358 -0.375  -0.166
2 C -1.790 -0.445 -0.241  -0.120
3 C -0.999 0.707 -0.339  0.248
4 F -1.615 1.831 -0.913  -0.312
5 C 0.204 0.886 0.145  0.350
6 F 0.646 2.205 0.022  -0.319
7 C 1.174 -0.084 0.622  -0.496
8 S 2.491 -0.230 -0.886  -0.098
9 H -3.612 -2.011 -0.215  0.280
10 H 1.783 0.318 1.415  0.243
11 H 0.851 -1.093 0.799  0.254
12 H 3.489 -0.728 -0.036  0.136



No. 6
Computed, not measured: a molecular structure, C5H4GaO2, with ωB97M-V with the def2-TZVPD basis set.

Values from the calculation:
Charge: +3
Frontier orbital gap (alpha / beta) in Eh: 0.216 / 0.327
E_HOMO (alpha / beta) in eV: -23.973 / -25.734
Lowest unoccupied orbital energy (alpha / beta) in Eh: -0.6651 / -0.6191
Electronic energy in Ha: -2266.6877
Largest force on an atom in eV/Å: 8.30

Each line ends with the Löwdin charge.
Element x y z (Å)
1 O 2.481 -1.304 1.291  0.425
2 C 1.426 -1.261 0.820  0.045
3 C 0.202 -1.308 0.301  0.183
4 C -0.546 -0.168 -0.205  -0.137
5 C -1.876 -0.148 -0.447  0.370
6 H -0.271 -2.291 0.358  0.209
7 H -2.546 -0.894 -0.018  0.161
8 H -2.332 0.700 -0.960  0.151
9 C 0.134 1.128 -0.386  0.013
10 O 1.336 1.259 -0.110  -0.044
11 Ga 2.368 2.408 0.365  1.425
12 H -0.375 1.881 -1.009  0.200



No. 7
Computed, not measured: a molecular structure, C5H4HgMgO6, with ωB97M-V with the def2-TZVPD basis set.

Values from the calculation:
Charge: +2
Frontier orbital gap (alpha / beta) in Eh: 0.161 / 0.178
Energy relative to the best compared isomer or geometry (same formula, charge and spin) in kJ/mol: 112.6
2S+1: 3
E_HOMO (alpha / beta) in eV: -14.256 / -14.775
Lowest unoccupied orbital energy (alpha / beta) in Eh: -0.3631 / -0.3655
Electronic energy in Ha: -997.1294
Largest force on an atom in eV/Å: 4.56

Each line ends with the natural charge from an NBO analysis.
Element x y z (Å)
1 O 4.838 5.596 1.745  -0.294
2 C 4.075 4.822 1.391  1.117
3 O 3.258 4.088 0.989  -0.797
4 O 0.922 1.106 0.814  -0.928
5 Mg 1.821 2.783 0.499  1.913
6 O -1.962 -3.876 -1.369  -0.706
7 C -1.829 -2.667 -1.083  0.940
8 O -2.783 -1.880 -0.878  -0.774
9 O -0.558 -2.199 -1.046  -0.495
10 C -0.392 -0.805 -0.911  -0.126
11 C -0.712 -0.603 0.928  -0.377
12 C 0.567 -0.036 0.570  0.570
13 Hg -4.443 -4.048 -1.242  0.847
14 H -1.145 -0.217 -1.451  0.258
15 H 0.418 -0.594 -1.626  0.280
16 H -0.646 -1.606 1.365  0.305
17 H -1.428 0.136 1.304  0.267